No. 1
Entry from the Open Molecules 2025 dataset: a molecular structure, C28H46BrN4O2RhS3Si (the ωB97M-V functional and the def2-TZVPD basis).

Each line ends with the Löwdin charge.
Atoms and positions in Å:
Rh (0.301, -1.977, -0.168)  0.7319
C (4.169, -4.492, -2.147)  -0.0197
C (3.201, -5.148, -1.399)  -0.0245
C (2.158, -4.412, -0.874)  -0.1603
N (2.042, -3.091, -1.054)  -0.0806
C (2.977, -2.463, -1.775)  -0.1288
C (4.052, -3.125, -2.337)  -0.0188
H (4.996, -5.040, -2.577)  0.1266
H (3.246, -6.214, -1.229)  0.1221
H (1.383, -4.892, -0.290)  0.0903
H (2.851, -1.398, -1.910)  0.0648
H (4.778, -2.572, -2.916)  0.1228
C (-2.599, -2.997, -1.951)  -0.3452
S (-1.082, -3.743, -1.326)  0.7706
C (-1.767, -4.878, -0.103)  -0.3328
H (-3.136, -2.498, -1.150)  0.0267
H (-3.205, -3.788, -2.388)  0.0607
H (-2.321, -2.291, -2.731)  0.0223
H (-2.276, -5.683, -0.630)  0.0605
H (-2.461, -4.362, 0.554)  0.0231
H (-0.943, -5.301, 0.470)  0.0381
N (-3.556, 3.131, 4.820)  0.1542
C (-3.281, 1.941, 4.240)  -0.2957
C (-2.308, 1.083, 4.798)  -0.0038
C (-2.033, -0.126, 4.215)  -0.0514
C (-2.690, -0.497, 3.037)  -0.3313
C (-3.648, 0.342, 2.466)  -0.0643
C (-3.944, 1.544, 3.064)  -0.0153
S (-2.451, -2.062, 2.368)  0.6349
O (-2.517, -3.072, 3.385)  -0.3250
O (-3.194, -2.193, 1.153)  -0.2898
N (-0.820, -2.095, 1.843)  -0.1114
C (0.098, -2.719, 2.521)  -0.6669
S (0.027, -3.567, 4.064)  1.1784
C (1.660, -3.961, 3.876)  -0.2983
C (2.179, -3.480, 2.668)  -0.1680
N (1.329, -2.790, 1.929)  0.0052
H (-3.176, 3.358, 5.722)  0.1154
H (-4.337, 3.680, 4.507)  0.1157
H (-1.801, 1.374, 5.709)  0.1237
H (-1.319, -0.793, 4.682)  0.1092
H (-4.169, 0.033, 1.571)  0.1207
H (-4.705, 2.185, 2.638)  0.1255
H (2.192, -4.538, 4.617)  0.0951
H (3.197, -3.634, 2.339)  0.1339
C (-0.997, 3.803, 0.033)  -0.0673
C (-0.873, 2.274, -0.139)  -0.6109
C (-0.508, 1.682, 1.228)  -0.0898
C (-2.248, 1.705, -0.523)  -0.0975
Si (0.469, 1.929, -1.445)  0.6291
Br (0.007, -0.344, -2.115)  0.5853
C (0.265, 2.801, -3.126)  -0.6326
C (0.856, 4.221, -3.007)  -0.0720
C (-1.217, 2.920, -3.516)  -0.0925
C (0.966, 2.083, -4.292)  -0.1060
C (2.247, 1.834, -0.751)  -0.6125
C (2.549, 3.150, -0.004)  -0.0691
C (3.271, 1.691, -1.887)  -0.0899
C (2.477, 0.677, 0.234)  -0.1106
H (-1.692, 4.005, 0.852)  0.0965
H (-1.391, 4.294, -0.855)  0.0741
H (-0.048, 4.277, 0.290)  0.0771
H (-1.335, 1.865, 1.919)  0.0766
H (0.381, 2.139, 1.661)  0.0728
H (-0.359, 0.598, 1.188)  0.0484
H (-2.986, 2.081, 0.191)  0.0837
H (-2.263, 0.614, -0.465)  0.0521
H (-2.580, 1.994, -1.517)  0.0644
H (0.430, 4.795, -2.182)  0.0747
H (0.634, 4.766, -3.928)  0.1007
H (1.940, 4.210, -2.895)  0.0720
H (-1.798, 3.521, -2.819)  0.0699
H (-1.696, 1.943, -3.618)  0.0770
H (-1.277, 3.411, -4.491)  0.0991
H (2.035, 1.952, -4.146)  0.0613
H (0.835, 2.692, -5.190)  0.0989
H (0.523, 1.108, -4.502)  0.0508
H (2.435, 4.027, -0.641)  0.0791
H (3.588, 3.130, 0.337)  0.1014
H (1.922, 3.284, 0.877)  0.0678
H (3.300, 2.572, -2.526)  0.0737
H (3.077, 0.826, -2.525)  0.0643
H (4.269, 1.575, -1.455)  0.0976
H (1.935, 0.796, 1.169)  0.0634
H (3.542, 0.624, 0.476)  0.1003
H (2.215, -0.300, -0.193)  -0.0018

Computed properties:
- net charge = +2
- multiplicity = 5
- frontier orbital gap (spin up / spin down) (eV) = 8.2 / 4.9
- HOMO energy (spin up / spin down) (Ha) = -0.483 / -0.483
- energy above the lowest of the compared OMol25 structures with the same formula, charge and spin (kcal per mole) = 2.00


No. 2
Entry from the Open Molecules 2025 dataset: 7 unconnected molecules or ions with the total composition C28H46FNO14S (the ωB97M-V functional and the def2-TZVPD basis).

Each line ends with the Löwdin charge.
Atoms and positions in Å:
C (-0.801, -1.996, 3.597)  -0.0732
C (-1.284, -0.806, 2.734)  -0.1778
C (-2.689, -0.268, 3.090)  -0.4111
C (-2.590, 0.988, 3.947)  -0.0511
N (-3.577, -1.316, 3.672)  -0.0775
S (-5.137, -1.080, 3.153)  0.5703
O (-5.234, -1.549, 1.814)  -0.2740
O (-5.559, 0.249, 3.338)  -0.2301
F (-5.954, -2.071, 4.013)  -0.1108
H (-1.412, -2.168, 4.483)  0.0659
H (-0.897, -2.901, 2.993)  0.0566
H (0.252, -1.900, 3.838)  0.0763
H (-1.297, -1.123, 1.693)  0.0882
H (-0.604, 0.035, 2.825)  0.1037
H (-3.142, 0.050, 2.144)  0.1255
H (-2.163, 0.786, 4.929)  0.0899
H (-3.549, 1.490, 4.060)  0.0638
H (-1.960, 1.696, 3.410)  0.0841
H (-3.355, -2.237, 3.297)  0.1031
O (-9.203, 1.196, -2.540)  0.1188
C (-8.802, 1.145, -1.415)  -0.4924
O (-7.513, 0.870, -1.099)  0.0283
C (-7.366, 0.771, 0.331)  -0.1598
C (-8.539, 1.550, 0.906)  -0.1539
C (-9.618, 1.324, -0.149)  -0.0764
H (-7.390, -0.283, 0.611)  0.1174
H (-6.408, 1.191, 0.628)  0.1208
H (-8.820, 1.225, 1.906)  0.1159
H (-8.291, 2.611, 0.955)  0.1186
H (-10.185, 0.410, 0.034)  0.1305
H (-10.289, 2.173, -0.240)  0.1231
O (2.028, -1.214, 0.819)  0.1087
C (1.565, -0.543, -0.058)  -0.4865
O (0.852, 0.583, 0.170)  0.0238
C (0.335, 1.100, -1.078)  -0.1582
C (1.244, 0.519, -2.150)  -0.1450
C (1.634, -0.827, -1.544)  -0.0626
H (-0.695, 0.774, -1.188)  0.1147
H (0.360, 2.181, -1.056)  0.0987
H (0.763, 0.446, -3.124)  0.1162
H (2.135, 1.142, -2.261)  0.1164
H (0.913, -1.610, -1.785)  0.1315
H (2.635, -1.137, -1.832)  0.1191
O (4.480, -3.576, -1.378)  0.1188
C (5.327, -3.242, -0.604)  -0.4837
O (6.635, -3.115, -0.952)  0.0179
C (7.424, -2.807, 0.210)  -0.1560
C (6.447, -2.207, 1.207)  -0.1520
C (5.152, -2.943, 0.872)  -0.0668
H (7.878, -3.730, 0.578)  0.1275
H (8.216, -2.112, -0.064)  0.1084
H (6.766, -2.319, 2.242)  0.1166
H (6.324, -1.140, 1.010)  0.1165
H (5.065, -3.885, 1.416)  0.1340
H (4.272, -2.327, 1.039)  0.1048
O (-0.411, -3.850, 0.558)  0.1266
C (-1.497, -3.722, 0.077)  -0.4921
O (-2.023, -2.515, -0.251)  0.0034
C (-3.384, -2.678, -0.702)  -0.1431
C (-3.481, -4.127, -1.156)  -0.1490
C (-2.499, -4.821, -0.217)  -0.0701
H (-4.053, -2.457, 0.129)  0.0929
H (-3.584, -1.978, -1.510)  0.1297
H (-4.494, -4.523, -1.111)  0.1168
H (-3.130, -4.217, -2.186)  0.1179
H (-2.972, -5.124, 0.718)  0.1301
H (-2.012, -5.672, -0.685)  0.1253
O (-1.634, 2.548, -2.340)  0.1163
C (-1.432, 3.727, -2.334)  -0.4702
O (-0.721, 4.351, -1.363)  0.0173
C (-0.746, 5.775, -1.572)  -0.1492
C (-1.059, 5.955, -3.049)  -0.1545
C (-1.941, 4.743, -3.337)  -0.0685
H (-1.515, 6.206, -0.928)  0.1279
H (0.219, 6.196, -1.296)  0.1254
H (-1.530, 6.910, -3.275)  0.1164
H (-0.141, 5.886, -3.634)  0.1184
H (-2.993, 4.942, -3.130)  0.1341
H (-1.820, 4.377, -4.352)  0.1268
O (10.448, 0.011, 0.694)  0.1205
C (9.971, 0.678, -0.175)  -0.4953
O (9.250, 1.804, 0.051)  0.0258
C (8.725, 2.309, -1.189)  -0.1571
C (9.627, 1.731, -2.269)  -0.1567
C (10.029, 0.390, -1.663)  -0.0755
H (7.690, 1.975, -1.288)  0.1258
H (8.743, 3.396, -1.170)  0.1234
H (9.139, 1.651, -3.239)  0.1159
H (10.511, 2.359, -2.389)  0.1179
H (9.310, -0.397, -1.898)  0.1254
H (11.030, 0.089, -1.960)  0.1259

Computed properties:
- structure (SMILES) = CC[C@H](C)NS(=O)(=O)F.O=C1CCCO1.O=C1CCCO1.O=C1CCCO1.O=C1CCCO1.O=C1CCCO1.O=C1CCCO1
- frontier orbital gap (eV) = 10.1
- HOMO energy (Ha) = -0.357


No. 3
Entry from the Open Molecules 2025 dataset: 8 unconnected molecules or ions with the total composition C28H46N2O6 (the ωB97M-V functional and the def2-TZVPD basis).

Each line ends with the Löwdin charge.
Atoms and positions in Å:
N (4.935, 8.120, -4.383)  0.0347
C (4.447, 9.299, -3.924)  -0.1461
C (3.277, 9.364, -3.164)  -0.0694
C (2.572, 8.185, -2.957)  -0.0987
C (3.024, 6.995, -3.459)  -0.0972
C (4.282, 6.940, -4.071)  -0.1142
H (5.132, 10.056, -4.276)  0.0985
H (2.909, 10.359, -2.959)  0.0972
H (1.612, 8.134, -2.465)  0.1032
H (2.529, 6.060, -3.242)  0.0975
H (4.647, 5.984, -4.416)  0.0944
N (3.625, 7.846, 5.202)  0.0485
C (3.229, 7.806, 6.459)  -0.2068
C (2.346, 6.909, 6.977)  -0.0730
C (1.601, 6.092, 6.064)  -0.0667
C (1.973, 6.075, 4.707)  -0.0682
C (3.028, 6.973, 4.310)  -0.1036
H (3.791, 8.428, 7.141)  0.1016
H (2.055, 6.943, 8.016)  0.0959
H (0.887, 5.355, 6.402)  0.0932
H (1.484, 5.425, 3.996)  0.0894
H (3.285, 6.960, 3.261)  0.0897
C (-1.049, -2.422, 0.136)  -0.0459
C (-0.679, -1.053, 0.583)  -0.4592
O (-1.557, -0.345, 1.104)  0.0366
C (0.826, -0.674, 0.368)  -0.0148
H (-0.608, -3.282, 0.641)  0.0913
H (-0.994, -2.551, -0.945)  0.0843
H (-2.135, -2.352, 0.198)  0.0808
H (0.942, -0.995, -0.667)  0.0732
H (1.454, -1.072, 1.165)  0.0824
H (0.994, 0.402, 0.316)  0.0713
C (-4.519, -2.742, -8.827)  -0.0294
C (-5.858, -2.965, -8.310)  -0.5296
O (-6.921, -2.595, -8.803)  0.0507
C (-5.912, -3.707, -7.008)  -0.0340
H (-4.457, -1.658, -8.923)  0.1006
H (-4.407, -3.156, -9.829)  0.0968
H (-3.754, -3.134, -8.157)  0.0841
H (-5.224, -3.315, -6.259)  0.0849
H (-5.788, -4.747, -7.310)  0.0942
H (-6.923, -3.636, -6.608)  0.0815
C (-2.210, -4.658, 5.986)  -0.0253
C (-2.611, -6.098, 6.345)  -0.4596
O (-1.984, -6.738, 7.175)  0.0502
C (-3.942, -6.645, 5.790)  -0.0280
H (-2.921, -3.934, 6.385)  0.0810
H (-2.174, -4.541, 4.903)  0.0751
H (-1.222, -4.473, 6.408)  0.0772
H (-4.140, -7.673, 6.094)  0.0782
H (-4.061, -6.610, 4.707)  0.0737
H (-4.752, -5.983, 6.096)  0.0775
C (-8.991, -2.627, 1.129)  -0.0250
C (-8.963, -3.971, 1.942)  -0.4394
O (-8.446, -5.016, 1.523)  0.0337
C (-9.514, -3.876, 3.363)  -0.0330
H (-9.787, -1.986, 1.506)  0.0690
H (-9.038, -2.748, 0.047)  0.0745
H (-8.057, -2.088, 1.287)  0.0781
H (-9.090, -2.956, 3.767)  0.0800
H (-9.066, -4.737, 3.859)  0.0765
H (-10.592, -3.990, 3.480)  0.0856
C (4.685, -3.120, -5.283)  -0.0346
C (3.525, -2.511, -6.091)  -0.4481
O (2.361, -2.299, -5.698)  0.0364
C (4.057, -1.969, -7.395)  -0.0355
H (5.142, -2.515, -4.500)  0.0893
H (5.487, -3.577, -5.862)  0.0732
H (4.146, -3.941, -4.809)  0.0771
H (3.773, -0.927, -7.545)  0.0884
H (3.722, -2.579, -8.234)  0.0881
H (5.141, -2.080, -7.377)  0.0656
C (6.393, 0.987, 4.027)  -0.0173
C (7.113, 0.092, 2.884)  -0.4345
O (7.578, 0.539, 1.864)  0.0667
C (7.338, -1.373, 3.325)  -0.0382
H (6.796, 0.773, 5.017)  0.0691
H (5.310, 0.888, 4.104)  0.0641
H (6.537, 2.005, 3.666)  0.0646
H (6.571, -1.906, 3.887)  0.0747
H (8.287, -1.622, 3.799)  0.0798
H (7.498, -1.819, 2.343)  0.0708

Computed properties:
- structure (SMILES) = c1ccncc1.c1ccncc1.CC(C)=O.CC(C)=O.CC(C)=O.CC(C)=O.CC(C)=O.CC(C)=O
- frontier orbital gap (eV) = 9.9
- HOMO energy (Ha) = -0.352
- energy above the lowest of the compared OMol25 structures with the same formula, charge and spin (kcal per mole) = 11.25


| no. | maximum force (eV Å⁻¹) |
| --- | --- |
| 1 | 0.27 |
| 2 | 2.40 |
| 3 | 3.37 |